# 1
This record from OMol25 describes C26H61N6NbO4P3 as an isolated structure. The level of theory is ωB97M-V with the def2-TZVPD basis set.

Last column: Mulliken charge in e.
CARTESIAN COORDINATES (ANGSTROEM)
H: 3.160 2.322 4.861  0.45
H: -2.014 -3.992 -7.195  0.09
H: 1.036 3.472 6.165  0.12
H: 3.528 -2.099 -3.524  0.28
C: 1.335 -2.712 -3.294  0.65
H: -3.905 1.986 5.730  0.33
C: -3.266 -4.885 -11.420  -0.75
C: -3.657 0.761 -6.122  -0.97
H: -3.748 -5.679 -12.155  0.26
N: -1.965 2.654 6.197  0.31
C: 2.959 3.620 2.735  -1.19
Nb: -0.979 -4.166 -8.712  -0.69
H: -2.693 4.223 4.974  0.50
H: 3.756 0.402 -0.244  0.15
H: 2.301 -1.152 0.773  0.32
C: -2.427 -0.030 -5.370  0.28
H: -1.256 -7.126 -10.175  0.29
H: 0.480 -1.662 -8.022  0.42
H: -2.784 1.996 4.349  0.44
C: -1.612 4.113 9.549  -0.90
H: -0.784 3.642 10.094  0.28
H: 1.809 1.465 7.704  0.20
H: -2.573 1.071 -3.206  0.22
H: 3.860 3.706 2.116  0.27
P: -2.858 -5.646 -9.694  0.19
H: 3.745 0.941 3.945  0.19
C: -0.305 -2.044 -5.548  0.10
C: -1.849 3.978 5.631  -1.17
C: 0.264 -0.617 2.614  -1.00
C: 0.087 -6.016 -7.799  -0.04
C: 2.885 1.600 4.083  -1.08
N: 2.500 1.936 0.446  0.29
C: 1.258 1.962 8.509  -1.05
O: -2.202 -7.285 -9.882  -0.53
H: -0.476 0.085 3.013  0.27
H: -1.854 -1.339 -7.318  0.23
C: -1.554 -1.162 -6.179  0.00
H: 1.973 2.534 9.112  0.36
H: -3.961 2.188 8.339  0.30
H: 0.680 -6.798 -8.477  0.21
H: -2.296 -4.380 -11.889  0.18
H: -4.002 3.839 7.687  0.27
H: 1.762 -3.534 -4.046  0.33
N: -2.152 3.257 8.507  0.01
H: -4.252 0.040 -6.856  0.28
C: 0.637 -3.606 -2.064  -0.94
H: -0.900 -6.231 -5.656  0.20
H: -0.164 -1.096 1.727  0.26
C: 2.477 -0.909 1.825  -1.20
H: 0.154 4.730 7.081  0.30
H: 3.504 -0.570 1.962  0.31
C: 2.631 -1.849 -2.780  -0.81
H: -4.451 1.232 -5.400  0.29
H: 0.074 -4.367 -10.170  0.01
C: -2.868 1.809 5.427  -1.26
H: 1.119 -6.384 -5.773  0.18
H: -1.849 4.762 6.392  0.32
H: -1.267 5.055 9.118  0.26
H: 4.472 2.006 -0.325  0.51
C: 2.207 2.941 -0.567  -1.24
C: 0.080 -6.247 -6.303  -0.54
C: 3.815 1.363 0.274  -1.14
C: -3.607 3.212 8.495  -1.03
H: 1.131 3.076 -0.711  0.36
H: 2.622 3.910 -0.272  0.32
C: 0.796 3.853 7.163  -0.99
H: 2.174 4.238 2.286  0.36
N: 1.529 0.073 2.319  0.26
H: -2.660 0.745 5.573  0.36
H: 2.490 -0.688 -2.780  0.16
H: 2.056 1.025 4.511  0.30
C: -0.721 -0.637 -3.120  -0.21
N: 2.534 2.230 2.822  0.22
C: -1.968 0.245 -3.788  -0.72
P: -1.266 2.011 7.595  0.93
H: -4.066 3.559 9.426  0.40
H: -1.716 -2.712 -9.495  0.01
C: 0.123 -1.801 -3.949  -0.49
O: -0.495 0.927 6.803  -0.81
H: -4.033 -4.000 -11.230  0.23
H: 0.846 1.188 9.167  0.35
H: -0.470 -0.418 -1.995  0.39
H: 4.342 1.229 1.222  0.31
H: 0.410 -1.385 3.383  0.34
C: 0.543 -2.790 -7.717  -1.07
H: -0.475 -3.206 -1.933  0.31
P: 1.340 1.642 1.641  1.00
H: 2.425 -1.841 2.399  0.40
O: 0.485 -3.052 -6.271  -0.05
H: 2.993 -2.268 -1.723  0.16
H: 3.190 4.072 3.705  0.42
H: 1.260 -3.560 -1.064  0.22
H: -0.942 4.064 5.025  0.18
H: 1.617 -3.166 -8.077  0.18
H: 1.720 4.239 7.608  0.40
O: 0.301 1.130 0.613  -0.86
H: -3.204 1.631 -6.800  0.23
H: 2.619 2.669 -1.545  0.42
N: 0.189 2.834 7.999  0.26
H: 0.609 -4.756 -2.379  0.21
H: -2.349 4.367 10.320  0.37

Computed properties:
E_tot   -2736.85683 hartree
Frontier orbital gap   3.70 eV
Charge   -1
LUMO energy   -0.0014 hartree

---

# 2
This record from OMol25 describes a 8-piece molecular cluster, C26H62Cl6O10 overall. The level of theory is ωB97M-V with the def2-TZVPD basis set.

Last column: Mulliken charge in e.
CARTESIAN COORDINATES (ANGSTROEM)
C: 11.180 -12.157 -15.494  -0.49
Cl: 7.453 -7.143 -14.849  -0.19
H: 8.532 -5.992 -11.602  0.22
H: 12.334 -11.210 -9.918  -0.29
H: 14.550 -10.119 -16.096  0.37
H: 13.728 -2.046 -14.015  0.42
H: 10.146 -4.334 -12.329  -0.23
H: 10.615 -12.224 -6.123  0.27
H: 16.962 -13.183 -14.482  0.38
C: 12.257 -13.396 -10.094  -0.46
H: 15.679 -10.094 -10.694  -0.04
H: 17.142 -9.154 -10.295  0.27
H: 12.734 -6.320 -10.289  -0.41
H: 18.934 -12.078 -12.989  0.33
H: 10.029 -9.291 -10.133  -0.47
Cl: 11.322 -13.037 -11.520  -0.17
H: 14.135 -3.657 -8.532  0.38
H: 10.788 -9.363 -8.267  0.34
H: 11.992 -10.271 -12.289  -0.05
C: 12.309 -6.068 -14.378  -0.50
O: 7.991 -9.607 -10.013  -0.38
C: 12.640 -6.450 -9.211  0.15
H: 10.771 -10.037 -15.392  0.17
C: 14.020 -4.181 -14.177  0.21
H: 19.192 -12.252 -14.658  0.35
C: 13.281 -2.881 -14.553  -0.37
Cl: 16.066 -11.700 -12.836  -0.02
C: 11.909 -9.203 -12.488  0.41
H: 8.058 -8.214 -12.825  0.24
H: 14.348 -4.648 -9.912  0.10
H: 11.514 -3.139 -16.647  0.34
C: 14.173 -8.359 -12.355  0.12
C: 8.360 -7.263 -13.264  0.23
H: 12.204 -7.046 -14.847  0.15
H: 13.845 -4.366 -13.117  -0.11
H: 15.083 -4.110 -14.409  0.35
H: 10.980 -2.820 -12.223  0.33
H: 11.556 -10.913 -6.561  0.25
H: 16.131 -9.504 -8.970  0.26
H: 16.241 -7.705 -12.156  0.43
H: 12.819 -14.293 -10.354  0.38
H: 10.913 -8.852 -12.216  0.03
C: 11.458 -10.737 -15.866  -0.28
C: 11.315 -13.476 -17.586  -0.80
O: 12.716 -10.335 -15.403  -0.24
O: 11.816 -13.157 -16.258  -0.35
H: 9.484 -10.923 -9.970  0.44
H: 10.650 -12.756 -18.064  0.33
C: 10.587 -3.636 -11.617  -0.58
O: 11.752 -4.342 -10.971  0.18
C: 12.558 -3.350 -16.877  -0.60
H: 10.055 -10.671 -5.526  0.31
H: 12.601 -4.438 -16.927  0.26
H: 11.612 -13.629 -9.247  0.32
C: 13.009 -12.062 -9.835  0.53
C: 15.306 -7.645 -11.599  -0.56
H: 7.161 -11.033 -8.589  0.29
O: 13.419 -2.616 -15.961  -0.30
H: 13.872 -11.903 -10.481  -0.04
C: 16.094 -9.324 -10.045  -0.37
H: 13.104 -7.365 -8.842  0.16
H: 9.950 -3.391 -10.767  0.45
H: 11.475 -5.446 -14.704  0.54
O: 13.465 -5.359 -14.792  -0.28
H: 14.018 -7.951 -13.353  0.22
H: 14.337 -11.704 -15.254  0.11
Cl: 6.191 -5.850 -12.247  -0.17
H: 6.832 -11.379 -10.290  0.27
H: 9.054 -9.084 -7.716  0.44
O: 9.792 -11.035 -7.506  -0.33
H: 11.521 -3.534 -9.238  0.43
H: 12.630 -2.625 -10.415  0.37
C: 17.089 -12.131 -14.225  -0.51
C: 13.579 -4.280 -9.233  -0.43
C: 12.369 -3.561 -9.922  -0.60
H: 12.228 -3.008 -14.300  0.23
H: 14.867 -6.650 -11.513  -0.13
Cl: 13.675 -12.032 -8.169  -0.23
Cl: 18.872 -9.962 -14.119  -0.19
H: 16.624 -11.573 -15.037  0.19
C: 7.938 -6.042 -12.515  -0.29
H: 6.155 -9.890 -9.616  0.28
H: 10.707 -14.380 -17.608  0.32
C: 9.777 -9.760 -8.173  -0.55
H: 11.581 -6.400 -8.957  0.30
H: 13.700 -11.392 -16.911  0.31
C: 10.512 -11.170 -6.380  -0.75
C: 18.540 -11.743 -13.948  -0.49
C: 13.891 -10.970 -15.924  -0.72
H: 9.408 -7.260 -13.564  -0.35
H: 8.282 -5.243 -13.173  0.32
H: 11.301 -10.374 -16.882  0.39
O: 15.472 -8.103 -10.285  -0.31
H: 11.519 -12.265 -14.464  0.07
H: 10.128 -12.382 -15.322  0.51
O: 12.849 -8.392 -11.800  0.59
O: 13.260 -5.410 -8.405  -0.49
H: 12.768 -2.982 -17.882  0.31
H: 14.445 -9.403 -12.511  -0.24
H: 11.857 -8.989 -13.555  -0.70
H: 12.342 -6.136 -13.290  0.18
C: 6.997 -10.580 -9.567  -0.73
C: 9.305 -9.912 -9.606  0.34
H: 12.140 -13.621 -18.283  0.28

Computed properties:
Expectation value of S²   0.756
E_tot   -4540.72486 hartree
Multiplicity   2
Frontier orbital gap (alpha / beta)   8.89 / 2.81 eV
Charge   +1
LUMO energy (alpha / beta)   -0.0888 / -0.3123 hartree

---

# 3
This record from OMol25 describes C26H64F6KN4O2P as an isolated structure. The level of theory is ωB97M-V with the def2-TZVPD basis set.

Last column: Mulliken charge in e.
CARTESIAN COORDINATES (ANGSTROEM)
C: -4.048 -12.280 0.382  -0.88
C: 1.926 -11.788 -5.438  -0.28
C: -1.337 -18.484 -7.288  -0.45
H: 0.863 -14.217 -6.308  0.54
H: -1.604 -18.013 -4.476  0.43
C: -3.386 -14.511 -0.460  -0.24
C: 3.331 -13.765 -5.963  -1.03
H: -4.704 -14.136 -2.303  0.35
C: -0.100 -17.865 -8.000  -0.86
C: -4.726 -10.618 2.311  -1.36
C: -0.851 -19.926 0.302  -0.19
H: -4.234 -14.810 0.151  0.45
N: -1.348 -20.581 1.577  0.29
H: 0.596 -20.938 2.227  0.39
H: 1.380 -11.407 -4.576  0.29
H: 3.003 -13.447 -6.953  0.47
C: 2.627 -13.228 -3.539  -0.87
C: -2.582 -21.390 1.176  -0.29
C: 1.105 -14.144 -5.251  -1.19
H: -0.463 -21.296 -1.310  0.40
C: 3.036 -10.810 -5.789  -0.75
H: -2.491 -15.109 -0.291  -0.12
H: -2.037 -13.619 -3.144  -0.75
H: -3.387 -20.677 0.998  0.12
O: 3.705 -10.384 -4.614  -0.52
H: 0.573 -18.688 -8.254  0.45
H: -3.546 -10.157 0.591  0.40
H: -2.910 -15.585 -6.601  0.43
H: 1.850 -12.667 -3.030  0.29
H: -0.555 -16.737 -5.240  0.18
H: -3.350 -15.294 -2.392  0.21
F: -0.111 -17.846 -1.842  -0.31
H: -1.703 -20.251 -1.677  0.11
F: 1.361 -15.129 -1.013  -0.42
C: -3.692 -14.351 -1.965  -0.46
N: -2.211 -17.518 -6.455  0.28
K: 4.322 -17.298 0.058  1.03
H: -4.187 -17.379 -5.937  0.39
P: 0.572 -16.437 -1.510  1.52
H: -1.396 -15.790 -7.435  0.27
H: -0.686 -19.269 3.021  0.46
O: 0.685 -16.951 -7.276  -0.42
H: -4.556 -10.982 3.322  0.31
H: -2.142 -11.483 -1.175  0.44
H: -4.610 -19.588 2.609  0.30
H: 1.330 -11.804 -6.352  0.34
H: 3.671 -11.063 -6.639  0.43
H: -2.751 -18.228 1.485  0.05
H: -2.323 -13.469 2.046  0.38
C: -1.811 -13.257 1.112  -1.15
H: -2.332 -17.577 2.911  0.48
H: -2.755 -22.159 1.923  0.42
F: 1.714 -17.328 -0.711  -0.44
H: -3.381 -12.519 -3.093  0.57
H: 0.288 -13.934 -4.563  0.28
H: -3.052 -16.364 -8.109  0.39
C: -2.181 -12.567 -1.249  -0.72
H: -0.658 -22.057 2.987  0.38
F: -0.370 -16.230 -0.216  -0.36
H: 3.582 -12.708 -3.481  0.41
H: -5.702 -11.000 1.988  0.35
H: -3.513 -18.980 -5.546  0.36
H: 3.547 -14.830 -5.950  0.36
F: -0.505 -15.641 -2.421  -0.50
H: -4.449 -11.944 -0.576  0.46
N: -2.855 -13.166 -0.010  0.39
H: -3.955 -18.590 -7.176  0.37
H: 0.203 -19.647 0.282  0.42
H: -5.048 -9.582 2.431  0.36
H: -2.026 -22.837 -0.418  0.28
H: -4.789 -17.874 2.891  0.39
H: -0.061 -22.302 1.342  0.41
H: -3.307 -21.577 -0.791  0.42
H: -1.166 -12.946 -1.115  0.37
H: 4.227 -13.182 -5.754  0.38
H: -2.199 -16.360 -4.703  0.47
C: -1.557 -17.137 -5.118  -1.18
C: -3.684 -11.012 1.252  -0.23
H: 1.499 -15.121 -4.972  0.36
H: -4.897 -12.843 0.770  0.47
F: 1.615 -16.386 -2.819  -0.40
H: 1.224 -16.441 -7.886  0.30
C: -1.345 -20.854 -0.842  -0.31
H: 4.630 -10.187 -4.792  0.35
H: 2.502 -9.935 -6.172  0.38
H: -1.397 -18.986 0.238  -0.34
H: -0.434 -17.419 -8.939  0.48
C: -2.389 -21.823 -0.265  -0.83
H: -4.211 -18.820 4.158  0.38
N: 2.259 -13.184 -5.035  0.34
C: -0.293 -21.551 2.097  -0.97
H: 2.740 -14.285 -3.308  0.39
C: -1.663 -19.652 2.726  -0.57
H: -1.956 -18.846 -8.105  0.39
H: -1.143 -14.005 0.688  0.34
H: -2.772 -11.071 1.844  0.21
H: -0.946 -19.243 -6.613  0.41
C: -4.132 -18.725 3.074  -1.39
C: -2.733 -18.524 2.540  -0.28
H: -1.986 -20.225 3.597  0.45
H: -1.250 -12.331 1.207  0.46
C: -2.828 -13.243 -2.496  0.36
C: -3.513 -18.170 -6.273  -0.85
C: -2.364 -16.252 -7.273  -0.89

Computed properties:
E_tot   -2937.92192 hartree
Frontier orbital gap   10.12 eV
Charge   +4
LUMO energy   -0.3151 hartree

---

# 4
This record from OMol25 describes a 6-piece molecular cluster, C26H64IN3O11S6 overall. The level of theory is ωB97M-V with the def2-TZVPD basis set.

Last column: Mulliken charge in e.
CARTESIAN COORDINATES (ANGSTROEM)
H: -3.589 -3.311 2.774  0.26
N: -1.073 4.786 3.425  -0.61
H: 0.034 -0.238 4.220  0.32
C: 4.771 -6.410 2.900  -0.95
H: 1.129 3.848 2.988  0.45
H: 2.975 -0.035 3.405  0.33
C: -4.695 -0.770 -2.823  -0.38
N: -2.776 -2.125 1.252  0.08
H: 2.462 -0.574 4.998  0.39
H: -2.047 -0.184 -2.829  -0.05
C: -1.163 2.590 -6.571  -1.08
H: 5.064 3.451 -1.143  0.41
O: -1.513 -4.024 5.144  -0.67
H: -0.775 0.603 -1.112  0.61
H: -3.727 -2.713 -2.656  0.52
C: 7.699 5.252 -5.066  -0.96
C: 4.103 3.824 -1.496  -1.03
N: -6.610 -0.759 -0.324  -0.39
H: 7.891 4.358 -5.654  0.31
C: -0.452 2.005 0.895  -1.14
C: -3.929 -2.631 1.994  -0.92
H: -4.540 -0.106 -1.974  0.11
H: -1.736 -6.907 5.500  0.33
C: 3.367 1.295 -1.896  -0.81
H: 0.591 2.227 -3.375  -0.26
H: -0.710 4.730 1.356  0.26
C: -1.157 4.097 2.129  -0.58
C: -1.987 -1.131 -0.877  4.04
H: -1.830 5.449 3.526  0.26
S: -0.699 1.512 -5.214  0.44
H: -0.553 2.242 3.063  0.28
H: 1.357 -3.575 5.509  -0.01
H: 0.624 -4.314 6.964  0.41
H: -2.186 3.885 1.824  0.37
H: -6.528 -1.716 -3.553  0.42
S: 4.131 -4.744 2.687  0.49
C: -2.173 -1.187 -2.418  -1.42
H: 3.412 1.563 -2.952  0.34
H: -1.066 -6.131 6.960  0.31
H: 6.523 7.792 -4.490  0.39
O: -2.747 1.132 -0.935  -0.50
H: -4.456 -1.803 2.474  0.25
H: 2.811 -5.696 0.947  0.41
H: -4.789 -0.168 -3.729  0.65
H: -1.022 -1.082 2.217  1.21
S: 5.933 5.565 -5.124  0.42
H: 2.655 0.491 -1.726  0.10
H: 5.724 -6.335 3.419  0.34
H: 4.101 3.898 -2.583  0.24
I: -3.070 0.990 2.121  0.09
H: -1.683 3.462 -6.173  0.30
H: -6.775 0.097 0.182  0.18
H: 2.018 -4.307 1.733  -0.29
H: -6.916 0.391 -2.023  0.37
O: 1.548 3.186 -1.605  -0.62
H: 6.376 6.701 -3.072  0.29
H: -0.265 2.886 -7.112  0.40
H: -4.637 -3.161 1.342  0.29
C: 0.964 -4.491 5.943  -0.69
C: -6.987 -0.663 -1.739  -1.02
H: 0.559 1.772 0.565  -0.43
C: -0.318 2.834 2.171  0.10
H: 2.045 -5.894 2.557  0.22
H: 4.919 -6.865 1.921  0.35
H: -7.078 -1.519 0.146  0.19
H: -1.823 2.030 -7.229  0.37
C: -3.137 -1.761 -0.113  -2.44
H: -5.855 -2.433 -2.067  0.30
O: -1.939 1.286 -4.408  -0.55
H: 1.147 2.985 -4.880  0.48
O: 0.887 -2.639 1.014  -0.64
H: -0.023 -7.161 5.924  0.35
C: 0.269 2.696 -4.301  -0.50
H: -1.200 4.106 4.168  0.25
C: 5.947 6.989 -4.031  -0.92
S: 0.355 -1.492 0.335  1.10
C: -0.851 -6.452 5.941  -1.05
H: -3.966 -1.050 -0.085  0.58
H: 4.067 -6.992 3.495  0.26
C: 2.174 0.038 4.139  -1.41
H: -0.895 2.644 0.125  0.86
H: 0.925 -1.594 3.491  0.30
H: -3.309 -1.817 -4.079  0.61
H: 4.915 7.306 -3.898  0.31
H: -0.343 3.567 -4.066  0.35
H: 8.001 5.091 -4.031  0.30
C: -1.655 0.341 -0.512  -2.34
H: -1.354 -1.793 -2.811  0.46
H: 4.351 0.996 -1.534  0.47
C: -1.264 0.697 0.942  0.98
O: -0.809 -1.993 -0.580  -0.59
H: 3.905 4.800 -1.054  0.39
H: -2.477 1.658 -1.691  0.48
O: 1.249 -0.686 -0.443  -0.59
O: 3.788 -4.246 4.050  -0.59
S: -0.426 -5.018 4.945  0.69
S: 2.808 2.713 -0.952  0.73
H: 8.231 6.099 -5.499  0.39
C: 0.881 -0.504 3.576  -0.14
H: 1.741 -5.253 5.914  0.35
C: -6.035 -1.495 -2.603  -0.56
H: -2.085 -2.866 1.208  0.23
C: -3.487 -1.705 -3.005  -1.61
O: 5.284 4.461 -4.366  -0.55
C: -0.421 -0.421 1.591  -1.42
H: 2.070 1.068 4.479  0.28
O: 0.679 0.075 2.283  -0.18
C: 2.594 -5.216 1.903  -0.09
H: -3.481 -2.653 -0.648  0.81
H: -8.025 -0.974 -1.909  0.37
O: 1.065 3.223 2.261  -0.60

Computed properties:
E_tot   -4707.60171 hartree
Frontier orbital gap   8.73 eV
LUMO energy   0.0167 hartree